The following is a quantum chemistry calculation of 6 unconnected molecules or ions with the total composition C16H37NO9S5 in a non-equilibrium geometry, from OMol25.

As for the energy: -3354.32124 Eh. Its orbital gap is 7.49 eV. As for the net charge: 0.

Last columns: bonded neighbours and bond lengths (Å).
Element x y z (Å)
1 C 1.24838 -4.13813 -1.46177  C2 1.378, H12 1.092, H13 1.087
2 C 0.28354 -3.36480 -2.06979  C1 1.378, C3 1.482, H14 1.092
3 C -0.38414 -2.22355 -1.39981  C2 1.482, C4 1.560, C8 1.516, H15 1.093
4 C -0.02533 -0.75336 -1.77755  C3 1.560, C5 1.511, H16 1.081, H17 1.094
5 C -0.97281 -0.10329 -0.79639  C4 1.511, O6 1.192, O7 1.384
6 O -0.82017 0.78661 -0.01885  C5 1.192
7 O -2.15683 -0.80931 -0.92100  C5 1.384, C8 1.435
8 C -1.88411 -2.06843 -1.55318  C3 1.516, O7 1.435, O9 1.395, H18 1.096
9 O -2.57324 -3.11584 -0.94190  C8 1.395, N10 1.466
10 N -3.92590 -3.15217 -1.50498  O9 1.466, O11 1.152
11 O -4.72026 -3.00086 -0.68446  N10 1.152
12 H 2.21817 -3.70341 -1.21245  C1 1.092
13 H 1.08154 -5.17415 -1.17837  C1 1.087
14 H 0.01316 -3.59564 -3.10228  C2 1.092
15 H -0.24645 -2.21597 -0.31586  C3 1.093
16 H 1.01823 -0.48276 -1.70487  C4 1.081
17 H -0.47087 -0.49106 -2.74186  C4 1.094
18 H -2.23712 -2.00177 -2.58829  C8 1.096
19 C -5.04031 3.24111 1.54412  S20 1.798, H23 1.088, H24 1.090, H25 1.090
20 S -4.19994 2.84605 0.00433  C19 1.798, O21 1.488, C22 1.794
21 O -4.94182 3.53056 -1.08891  S20 1.488
22 C -4.68000 1.11804 -0.03319  S20 1.794, H26 1.091, H27 1.090, H28 1.087
23 H -4.90174 4.30284 1.73803  C19 1.088
24 H -6.10351 3.01958 1.45040  C19 1.090
25 H -4.59939 2.65904 2.35345  C19 1.090
26 H -5.76798 1.04265 -0.02102  C22 1.091
27 H -4.24943 0.60292 0.82495  C22 1.090
28 H -4.28858 0.68178 -0.94838  C22 1.087
29 C 2.94542 -0.20597 0.88958  S30 1.798, H33 1.089, H34 1.091, H35 1.090
30 S 4.27304 -0.29975 -0.32006  C29 1.798, O31 1.494, C32 1.792
31 O 3.77451 -1.14794 -1.44394  S30 1.494
32 C 5.36642 -1.31178 0.67606  S30 1.792, H36 1.088, H37 1.089, H38 1.085
33 H 2.12413 0.36116 0.45306  C29 1.089
34 H 2.60797 -1.21340 1.13716  C29 1.091
35 H 3.30493 0.30563 1.78200  C29 1.090
36 H 4.86822 -2.24246 0.94094  C32 1.088
37 H 5.64978 -0.76585 1.57416  C32 1.089
38 H 6.25455 -1.52981 0.09277  C32 1.085
39 C -5.55875 3.70362 -6.27168  S40 1.798, H43 1.088, H44 1.090, H45 1.090
40 S -3.85787 3.48378 -5.73260  C39 1.798, O41 1.488, C42 1.792
41 O -3.31693 2.30514 -6.46188  S40 1.488
42 C -4.25790 2.94414 -4.07084  S40 1.792, H46 1.091, H47 1.088, H48 1.088
43 H -5.54213 4.00595 -7.31664  C39 1.088
44 H -6.09910 2.76253 -6.16889  C39 1.090
45 H -6.03030 4.48237 -5.67243  C39 1.090
46 H -4.88618 2.05407 -4.11820  C42 1.091
47 H -4.76950 3.73950 -3.53274  C42 1.088
48 H -3.32669 2.70977 -3.55986  C42 1.088
49 C -1.94684 4.79006 5.37737  S50 1.798, H53 1.088, H54 1.090, H55 1.090
50 S -1.90998 3.25241 6.30847  C49 1.798, O51 1.483, C52 1.798
51 O -0.53820 3.10282 6.85280  S50 1.483
52 C -2.03141 2.16943 4.87882  S50 1.798, H56 1.090, H57 1.090, H58 1.088
53 H -1.83874 5.61006 6.08386  C49 1.088
54 H -1.12220 4.80645 4.66481  C49 1.090
55 H -2.90198 4.87787 4.85900  C49 1.090
56 H -1.20204 2.36114 4.19782  C52 1.090
57 H -2.98363 2.33800 4.37539  C52 1.090
58 H -1.98363 1.14105 5.23038  C52 1.088
59 C 8.15500 -5.37739 1.41084  S60 1.796, H63 1.088, H64 1.090, H65 1.090
60 S 8.36115 -3.82944 2.29779  C59 1.796, O61 1.489, C62 1.796
61 O 7.24705 -2.93658 1.87652  S60 1.489
62 C 9.82709 -3.29224 1.40999  S60 1.796, H66 1.090, H67 1.090, H68 1.088
63 H 7.25555 -5.86010 1.78666  C59 1.088
64 H 8.04780 -5.17736 0.34474  C59 1.090
65 H 9.01754 -6.01756 1.59518  C59 1.090
66 H 9.60826 -3.23188 0.34387  C62 1.090
67 H 10.63950 -3.99490 1.59432  C62 1.090
68 H 10.10301 -2.30922 1.78529  C62 1.088